{
  "formula": "C35H44CaI2N4OSbSi2Te",
  "method": "ωB97M-V/def2-TZVPD",
  "lumo_energy_ev": -2.80,
  "energy_ev": -109242.6892,
  "gap_ha": 0.24036,
  "de_lowest_ev": 0.541,
  "total_charge": 1,
  "species": ["Ca", "C", "C", "C", "C", "C", "C", "N", "Sb", "C", "C", "C", "C", "C", "C", "N", "C", "C", "C", "C", "C", "C", "N", "H", "H", "H", "H", "H", "H", "H", "H", "H", "H", "H", "H", "H", "H", "H", "H", "H", "H", "I", "C", "C", "C", "I", "C", "C", "C", "C", "N", "C", "C", "O", "H", "H", "H", "H", "C", "Si", "C", "C", "C", "Te", "C", "Si", "C", "C", "C", "H", "H", "H", "H", "H", "H", "H", "H", "H", "H", "H", "H", "H", "H", "H", "H", "H", "H", "H", "H", "H", "H"],
  "coordinates": [[-0.370, 1.225, -0.208], [-0.779, 3.685, -2.500], [0.072, 4.344, -1.412], [0.468, 5.660, -1.477], [1.268, 6.194, -0.466], [1.722, 5.409, 0.555], [1.330, 4.049, 0.524], [0.478, 3.594, -0.399], [2.478, 2.791, 1.888], [0.853, 1.924, 2.991], [0.834, 2.126, 4.358], [-0.165, 1.600, 5.153], [-1.053, 0.732, 4.504], [-0.962, 0.501, 3.133], [-1.864, -0.399, 2.314], [-0.052, 1.157, 2.387], [2.939, 1.486, 0.261], [4.242, 1.062, 0.111], [4.548, 0.315, -1.010], [3.626, 0.110, -1.996], [2.296, 0.559, -1.795], [1.237, 0.473, -2.847], [1.983, 1.190, -0.661], [-1.058, 4.455, -3.222], [-1.671, 3.228, -2.041], [-0.182, 2.891, -3.016], [0.130, 6.301, -2.273], [1.552, 7.249, -0.499], [2.356, 5.702, 1.374], [1.508, 2.828, 4.777], [-0.202, 1.808, 6.240], [-1.757, 0.127, 5.086], [-2.283, -1.223, 2.860], [-1.320, -0.861, 1.475], [-2.705, 0.166, 1.922], [4.991, 1.282, 0.861], [5.526, -0.070, -1.159], [3.904, -0.336, -2.915], [1.037, 1.473, -3.236], [0.304, 0.055, -2.569], [1.543, -0.144, -3.709], [-4.609, -1.950, -2.064], [-4.572, 0.028, -1.269], [-5.801, 0.702, -1.228], [-5.908, 1.957, -0.682], [-7.833, 2.739, -0.568], [-4.760, 2.589, -0.085], [-4.800, 3.813, 0.625], [-3.651, 4.370, 1.175], [-2.531, 3.586, 1.194], [-2.401, 2.436, 0.516], [-3.500, 1.891, -0.091], [-3.372, 0.618, -0.817], [-2.201, 0.071, -0.948], [-6.685, 0.172, -1.608], [-5.690, 4.428, 0.668], [-3.657, 5.355, 1.625], [-1.618, 3.963, 1.616], [3.916, -3.415, 1.098], [2.341, -3.159, 2.218], [2.268, -1.328, 2.758], [2.361, -4.237, 3.797], [0.727, -3.445, 1.243], [0.848, -2.268, -0.548], [-0.803, -3.100, -1.646], [-0.172, -4.311, -2.929], [-1.589, -5.003, -3.982], [1.059, -3.278, -4.020], [0.757, -5.622, -1.971], [4.852, -3.043, 1.571], [3.800, -2.900, 0.157], [4.033, -4.480, 0.885], [3.154, -1.102, 3.328], [1.351, -1.140, 3.339], [2.285, -0.587, 1.940], [3.144, -3.888, 4.455], [2.404, -5.275, 3.532], [1.380, -4.096, 4.292], [-0.192, -3.134, 1.792], [0.617, -4.485, 0.910], [-1.338, -2.254, -2.070], [-1.489, -3.554, -0.922], [-1.956, -4.292, -4.760], [-2.428, -5.241, -3.311], [-1.260, -5.886, -4.539], [0.507, -2.468, -4.540], [1.548, -3.909, -4.743], [1.837, -2.842, -3.423], [0.148, -6.120, -1.257], [1.593, -5.247, -1.421], [1.082, -6.375, -2.651]],
  "mulliken_charge": [1.89, -0.90, 0.70, -0.92, -0.60, -1.02, -0.28, 0.71, 0.90, -0.33, -0.88, -0.72, -0.64, 0.42, -1.12, 1.18, -0.44, -0.93, -0.57, -1.08, 0.69, -1.58, 0.88, 0.47, 0.12, -0.05, 0.49, 0.40, 0.56, 0.54, 0.41, 0.48, 0.56, -0.03, 0.08, 0.49, 0.51, 0.59, 0.26, 0.36, 0.42, 0.07, -0.99, -0.36, -0.42, 0.07, 0.83, -0.68, -1.30, -0.54, 0.48, -0.24, 0.78, -0.21, 0.32, 0.24, 0.45, 0.48, -0.93, 0.04, 0.00, -1.08, -0.89, -0.18, -0.57, 0.27, -1.02, -1.00, -1.12, 0.35, 0.23, 0.34, 0.55, 0.00, -0.46, 0.33, 0.34, 0.30, 0.42, 0.51, 0.10, 0.54, 0.30, 0.29, 0.34, 0.25, 0.50, 0.19, 0.39, 0.26, 0.42]
}